Record 1
Computed, not measured: a 11-piece molecular cluster, C31H83Cl4O32P7 overall in a non-equilibrium geometry, with ωB97M-V/def2-TZVPD.

```
157
Properties=species:S:1:pos:R:3:forces:R:3
H -1.706 6.046 2.992 -0.045 -0.236 -0.237
O 4.598 1.830 -2.510 0.895 -1.174 1.492
P 2.354 -8.064 -4.048 -0.989 1.453 -1.159
H 3.477 -2.534 -4.945 0.242 -0.006 -0.536
H 3.114 2.868 -3.467 -0.220 -0.069 0.404
C 0.747 0.722 -6.333 -1.600 0.892 -0.473
Cl -1.032 -3.131 -2.838 -0.759 0.235 -0.490
H 4.086 -10.157 -2.303 0.032 0.067 0.392
O 3.450 -0.048 5.995 -0.965 0.575 -2.810
H 0.680 4.012 4.050 -0.169 -0.143 -0.286
H -3.589 3.777 -0.427 -0.275 -0.286 -0.114
H -2.141 -1.360 -4.022 0.018 -0.490 -0.157
O 0.490 -1.649 -0.384 -5.045 1.903 2.374
C 0.632 0.578 1.821 -0.321 -0.979 0.210
H -1.143 -3.409 0.994 0.279 -0.049 0.131
H 2.794 1.102 -3.151 -0.417 0.288 -0.165
O 5.538 -1.192 5.090 -0.921 -0.543 -0.079
C 3.802 0.035 7.330 1.558 -0.930 1.916
H 3.788 1.661 -4.482 0.712 -0.322 0.202
H 6.823 -0.863 -0.938 -0.874 0.182 -0.105
P 0.895 5.186 0.713 -1.574 -0.358 0.735
C -3.356 4.089 0.591 0.496 -0.417 -1.525
O -4.788 6.970 0.807 -0.167 -1.549 1.172
H -5.665 1.751 -0.156 0.177 -0.604 -0.344
H -2.980 2.560 -4.327 -0.243 0.145 0.077
H 1.649 0.221 1.986 0.185 0.493 -0.223
H 0.381 4.607 -2.433 -0.500 0.353 0.121
O 2.771 -7.551 -5.549 -0.410 -0.243 2.113
H -1.736 -0.918 4.141 0.211 0.564 -0.141
H 3.407 -0.980 -4.195 -0.045 0.088 -0.067
H -2.867 0.385 1.648 0.360 0.328 0.056
H -2.766 0.973 -3.620 -0.328 -0.138 0.281
H 2.738 -2.516 2.279 0.026 0.016 -0.014
O 2.309 -1.414 -7.298 -0.786 1.057 3.304
H 3.502 -0.890 7.823 -0.284 0.112 0.334
O -1.750 -2.448 6.292 0.244 2.028 -1.469
H 2.087 -7.938 -7.432 -0.007 0.093 0.060
H 6.859 -0.409 0.769 -0.432 0.158 0.031
H -2.296 7.345 1.980 -1.077 -0.338 -0.413
Cl -3.874 -3.039 -3.926 0.874 0.237 0.098
P -0.347 -0.249 -0.513 -1.080 -0.812 0.366
C 1.906 -2.582 5.707 -0.145 -0.197 -0.007
H 4.295 -2.974 2.985 0.045 0.227 0.207
C -2.266 -0.448 4.969 1.573 0.392 0.251
C 3.723 -2.147 2.566 -0.503 0.274 0.655
H -7.906 1.146 -4.961 -0.057 0.191 0.415
H 0.288 -5.860 -2.726 0.053 -0.546 0.076
H 0.723 7.855 2.352 -0.159 0.190 0.152
H -0.160 -4.359 6.300 0.122 -0.449 0.122
O -3.739 5.972 2.990 -2.003 -0.467 -1.752
C 6.870 -0.020 -0.249 1.173 -0.360 0.231
C 1.657 -1.737 -1.012 3.858 -0.249 -1.871
H -3.604 0.008 0.117 -0.113 0.001 -0.094
H 4.682 -8.618 -1.608 0.282 0.252 -0.743
H 0.128 0.200 -7.064 0.359 -0.681 0.184
H 3.745 -8.447 -7.135 0.124 0.215 0.205
H 1.863 -0.856 -1.618 0.172 -0.152 -0.268
C 3.884 -9.094 -2.178 -0.274 -0.701 -0.034
H 0.044 3.014 -1.765 0.381 -0.185 -0.045
H 4.220 2.953 0.122 0.013 -0.076 -0.326
O -4.322 2.175 -2.782 -0.814 -0.718 -0.256
H 1.313 -4.738 -3.481 1.109 -0.113 0.246
C -2.552 6.715 2.832 1.232 0.546 2.066
Cl -1.105 -5.648 1.724 0.271 0.504 0.093
H 1.378 -1.899 5.042 0.228 0.265 0.027
H -6.642 3.082 -0.299 -0.547 0.291 -0.894
H 3.478 2.191 1.467 0.007 -0.672 0.038
H 2.416 -9.410 -6.550 -0.147 0.081 0.573
H 2.482 -1.826 -0.305 0.095 0.105 0.153
H 7.891 0.324 -0.410 -0.193 0.773 0.032
H 2.477 2.910 0.254 -0.077 -0.509 -0.434
O 3.325 -2.514 5.629 1.358 0.815 -0.785
O 3.360 1.080 -0.321 1.295 -1.023 -1.580
P 4.605 0.657 -1.354 -0.492 1.608 0.960
C 3.379 2.313 0.388 0.468 1.101 0.429
H -2.289 2.388 -2.697 -0.063 -0.019 -0.027
C 0.720 7.739 1.268 -0.446 1.061 1.120
C -0.525 -3.961 1.702 -0.309 0.051 0.291
P -5.460 1.033 -2.801 -0.037 0.675 -0.151
C -7.113 0.416 -4.799 -0.736 -0.033 -1.154
O 0.035 6.523 0.990 0.888 -1.451 -0.451
O 0.623 4.177 1.988 -0.012 1.057 -1.432
O 2.148 -6.689 -3.199 0.512 -0.451 -1.199
O -5.938 1.043 -4.375 1.511 0.697 3.084
H -7.476 -0.366 -4.132 0.233 -0.168 -0.201
O 3.460 -1.065 3.550 0.184 0.082 0.412
H 0.547 1.917 -4.628 0.003 0.415 0.106
H 1.509 5.428 3.452 -0.212 0.223 -0.254
H 0.537 -3.935 1.459 -0.313 -0.078 -0.035
O 0.002 4.460 -0.402 0.028 1.278 2.398
O -3.931 -1.662 6.065 3.209 -0.744 0.116
H 4.878 0.090 7.496 0.340 -0.211 -0.554
H -2.599 7.325 3.734 0.534 0.567 -0.188
H 1.254 1.493 -6.913 0.594 -0.212 0.098
O -6.680 1.789 -2.024 1.331 -0.293 -1.254
H 0.569 -5.868 -4.454 0.290 -0.899 -0.160
H 1.701 -2.633 -1.631 -0.126 0.034 -0.245
O 0.385 0.839 0.417 -0.323 -0.363 -0.208
H -6.852 0.096 -5.808 -0.328 -0.759 0.159
O -6.225 5.721 2.628 1.578 -0.176 -0.820
H 0.013 -0.241 2.188 -0.285 -0.143 -0.224
H -0.904 -5.346 7.628 0.187 -0.011 -0.125
C 2.751 -8.382 -6.691 -0.121 -0.397 -0.940
C -7.391 5.755 1.809 -1.325 0.171 0.071
C -2.007 -3.679 6.964 -1.879 0.659 0.436
O 3.730 -8.615 -3.539 0.369 0.423 1.019
H -2.443 1.296 0.109 0.249 0.102 0.312
C 2.326 -1.037 -6.097 3.713 -2.893 -4.218
H 0.366 1.424 2.455 0.293 0.342 -0.549
P 4.067 -1.194 5.037 0.438 -0.685 0.880
H 3.488 0.905 7.906 -0.992 0.098 -0.803
H -2.532 -3.417 7.883 -0.149 -0.211 0.107
C 0.544 3.963 -1.569 0.685 -0.743 -1.996
O 2.288 5.484 0.410 0.477 -0.324 -0.062
H 1.629 -3.584 5.380 -0.032 0.012 0.324
O -5.014 -0.258 -2.214 -0.622 1.158 -0.732
H -7.256 5.485 0.762 0.400 -0.183 0.109
H 0.096 8.526 0.844 0.223 0.028 -0.038
H 1.766 7.878 0.994 -0.179 -0.735 -0.704
H -2.692 4.928 0.386 0.030 0.263 0.773
H -7.837 6.750 1.813 0.233 0.110 0.095
H -3.003 0.284 4.640 -0.699 -0.979 -0.010
Cl -0.710 -3.148 3.315 0.092 -0.489 -0.641
H -1.625 0.219 5.545 0.786 -0.330 -0.040
H 1.631 3.882 -1.556 0.016 -0.408 0.414
H -7.410 1.463 -0.171 0.055 0.206 0.170
P -4.852 5.870 1.814 1.409 0.543 -0.271
H -0.581 0.678 -4.623 -0.448 -0.094 -0.272
H 3.004 -8.957 -1.550 -0.330 -0.042 -0.427
C -0.716 -4.345 7.238 0.530 0.093 -0.141
O 1.654 -0.090 -5.584 -2.036 2.217 1.132
C -6.605 2.042 -0.625 0.231 -0.574 1.097
O -0.591 0.215 -1.904 0.539 -0.085 1.487
H 4.232 -1.767 1.680 0.011 0.367 0.311
H 4.397 -1.106 -5.644 0.035 -0.436 -0.050
H 2.259 3.884 3.255 -0.066 -0.227 -0.209
O -4.567 4.371 1.248 -1.230 1.204 0.780
C -2.672 0.338 0.576 -1.421 0.221 -0.342
O 5.900 1.043 -0.418 -0.909 -1.245 -1.685
H -2.845 3.245 1.056 0.063 0.352 0.368
C -2.705 -1.573 5.841 -4.329 -0.816 1.001
C -2.459 -2.124 -3.313 -0.185 0.193 0.667
O 1.174 -8.938 -3.972 0.657 0.057 -0.150
O 4.531 -0.729 -1.870 -0.187 1.346 0.676
O -1.718 -0.653 0.309 2.955 -0.720 -1.005
C 3.485 -1.466 -5.167 -1.179 0.251 0.347
C 3.523 1.858 -3.443 -0.716 -0.110 -0.100
H -8.116 5.084 2.270 0.118 -0.097 -0.098
H -0.136 -3.775 7.965 0.032 -0.075 0.042
C -3.036 2.004 -3.392 0.394 -0.008 -0.089
H -0.865 2.159 -5.642 0.059 -0.361 -0.397
H -2.783 -1.615 -2.406 -0.025 -0.189 -0.143
C 1.291 4.384 3.228 0.536 0.303 0.474
H -2.685 -4.282 6.360 0.048 -0.035 -0.107
C 1.067 -5.800 -3.487 -1.142 0.761 0.138
C -0.147 1.413 -5.300 1.137 -0.301 0.923
H 1.638 -2.385 6.745 -0.308 -0.140 -0.125
```
Forces are in eV/Å.

Computed properties:
E in eV: -214138.200
E_HOMO in eV: -9.968
M in g mol⁻¹: 1326.60
SMILES: COP(=O)(OC)OC.COP(=O)(OC)OC.COP(=O)(OC)OC.COP(=O)(OC)OC.COP(=O)(OC)OC.COP(=O)(OC)OC.COP(=O)(OC)OC.CCOC(C)=O.CCOC(C)=O.ClCCl.ClCCl

Record 2
Computed, not measured: a 2-piece molecular cluster, C4H6Br2F2 overall in a non-equilibrium geometry, with ωB97M-V/def2-TZVPD.

```
14
Properties=species:S:1:pos:R:3:forces:R:3
Br -0.671 -2.554 -0.458 -0.632 -1.411 -0.419
C 1.200 0.919 1.256 0.119 -0.561 1.500
C -1.644 0.074 -1.250 1.147 -0.721 -0.011
H -1.587 1.162 -1.034 0.017 -0.857 -0.037
C -1.004 -0.796 -0.203 2.995 2.899 1.742
H 2.190 1.002 1.770 -0.565 0.766 -0.561
H -1.113 -0.197 -2.190 -0.406 0.540 0.512
F -1.304 -0.500 1.115 -0.680 -0.333 -1.030
Br 2.339 -1.647 0.333 -0.068 1.152 0.036
H 0.702 1.873 0.907 0.711 -1.100 0.764
C 1.333 0.005 0.123 -2.218 -1.543 -1.495
H 0.625 0.326 2.024 0.060 1.042 -0.729
H -2.652 -0.280 -1.340 -0.906 0.206 -0.248
F 1.589 0.613 -1.051 0.425 -0.078 -0.023
```
Forces are in eV/Å.

Computed properties:
E in eV: -149762.013
E_HOMO (spin up / spin down) in eV: -7.931 / -8.022
M in g mol⁻¹: 251.90

Record 3
Computed, not measured: C4H6FLiO4P as an isolated structure in a non-equilibrium geometry, with ωB97M-V/def2-TZVPD.

```
17
Properties=species:S:1:pos:R:3:forces:R:3
O -2.737 0.067 1.545 -0.341 0.313 0.242
O -1.525 -1.689 0.937 0.390 0.184 1.081
F -1.116 0.282 -0.362 0.767 1.119 0.047
H 3.039 -1.770 -0.255 -0.005 -0.171 0.756
H -0.314 -0.564 -3.953 0.153 0.735 -0.345
H -3.419 -0.094 2.214 -0.284 0.297 0.447
P 0.061 1.264 0.082 1.405 -0.740 -4.794
Li -0.461 -1.792 -0.531 0.238 -0.346 -0.274
H 3.313 -0.020 0.414 -0.069 -0.399 0.698
C 2.627 -0.854 0.197 0.353 0.927 -1.883
H -1.404 0.652 -3.040 0.248 0.023 -0.146
C 0.691 0.635 -2.551 -1.094 -2.951 -2.071
C -1.725 -0.744 1.651 -0.521 -1.639 -0.386
O 0.731 1.355 -1.405 -1.055 2.580 4.300
O 1.428 -0.635 0.069 -0.866 -0.499 0.812
C -0.406 0.272 -3.259 0.850 0.117 1.609
H 1.666 0.189 -2.761 -0.167 0.448 -0.092
```
Forces are in eV/Å.

Computed properties:
E in eV: -24626.601
Total charge: +2
E_HOMO (spin up / spin down) in eV: -17.484 / -17.814
Expectation value of S²: 0.75
M in g mol⁻¹: 175.00
2S+1: 2

Record 4
Computed, not measured: a 2-piece molecular cluster, C4H12OS overall, with ωB97M-V/def2-TZVPD.

```
18
Properties=species:S:1:pos:R:3:forces:R:3
H -1.624 6.523 4.507 0.384 -0.169 -0.067
H -0.534 6.512 0.718 -0.172 -0.125 0.431
H 2.329 -1.502 0.752 0.162 0.524 -0.012
C -0.968 6.206 1.685 -0.316 -0.071 -0.401
H 3.636 -0.315 1.030 -0.356 -0.061 -0.085
H 2.569 1.243 -0.642 -0.066 -0.344 -0.060
C 2.331 0.167 -0.634 -0.124 0.009 -0.192
H 1.274 0.038 -0.923 0.409 0.078 0.090
H 2.964 -0.340 -1.382 -0.210 0.233 0.238
O 1.727 0.153 1.743 0.336 0.790 -0.154
H -1.887 6.791 1.859 0.385 -0.173 -0.046
C 2.572 -0.422 0.745 0.042 -0.403 0.174
H -0.973 4.870 4.275 0.161 0.392 0.014
C -0.700 5.934 4.379 -0.234 -0.158 0.434
S 0.258 6.509 2.968 -0.110 -0.050 0.005
H -1.236 5.138 1.627 0.159 0.388 0.034
H -0.080 6.051 5.284 -0.255 -0.043 -0.408
H 1.921 1.113 1.778 -0.195 -0.818 0.004
```
Forces are in eV/Å.

Computed properties:
E in eV: -17224.842
E_HOMO in eV: -8.566
M in g mol⁻¹: 108.21
SMILES: CCO.CSC

Record 5
Computed, not measured: a 2-piece molecular cluster, C3H6ClNSi overall in a non-equilibrium geometry, with ωB97M-V/def2-TZVPD.

```
12
Properties=species:S:1:pos:R:3:forces:R:3
H 0.552 -1.085 1.865 0.344 0.422 -0.516
Cl 0.044 2.495 -0.333 -0.167 0.732 0.045
H 0.813 0.412 -2.441 -0.163 0.728 -0.172
C -2.856 -0.368 0.009 2.740 0.866 -0.105
H -0.158 0.389 2.377 -0.853 0.212 0.012
N -3.839 -0.939 0.201 -0.530 -0.218 0.054
H 1.974 -0.504 -1.541 -1.077 0.449 0.551
H 0.526 -1.194 -2.124 -0.945 -0.736 0.542
H 1.458 0.558 2.020 -0.587 -1.046 -0.875
Si 0.088 0.544 -0.048 -0.758 -2.788 -1.298
C 0.862 -0.302 -1.636 1.198 0.661 0.804
C 0.537 -0.005 1.652 0.798 0.718 0.958
```
Forces are in eV/Å.

Computed properties:
E in eV: -25096.881
E_HOMO in eV: -9.714
M in g mol⁻¹: 119.63

Record 6
Computed, not measured: one molecule with the formula C5H8ClO2P in a non-equilibrium geometry, with ωB97M-V/def2-TZVPD.

```
17
Properties=species:S:1:pos:R:3:forces:R:3
O -1.248 -1.102 -0.169 -2.136 -0.493 -0.104
C 1.124 -1.381 0.354 0.101 -1.070 0.567
H -0.111 -0.741 -2.238 0.534 -0.238 -0.455
H 0.002 2.323 2.073 0.458 0.019 -0.577
H 0.664 -2.350 0.643 0.007 0.549 -0.242
C 0.531 1.756 1.284 0.009 -0.071 0.777
H 1.847 -1.648 -0.457 -0.274 0.483 1.003
O -1.903 0.556 1.500 -4.694 -1.428 0.241
P -2.607 -0.404 0.509 4.847 2.002 -0.056
H 1.572 0.022 -1.726 -2.988 0.267 -0.236
C -0.031 0.759 0.703 0.988 -0.607 -1.414
C 0.370 0.032 -1.642 1.332 0.261 0.105
C 0.056 -0.406 -0.178 0.519 1.363 0.181
H 1.569 -1.000 1.326 -0.110 -0.301 -1.499
H 1.588 1.825 1.109 0.732 0.853 0.247
Cl -3.314 0.757 -1.095 -0.183 -0.508 0.552
H -0.110 1.002 -1.997 0.858 -1.082 0.908
```
Forces are in eV/Å.

Computed properties:
E in eV: -31216.617
E_HOMO (spin up / spin down) in eV: -6.471 / -9.504
Expectation value of S²: 2.02
M in g mol⁻¹: 166.54
2S+1: 3